1.
C39H93N9O15 | ωB97M-V/def2-TZVPD

Calculated values
SMILES: CNC(C)=O.CNC(C)=O.CNC(C)=O.CNC(C)=O.CNC(C)=O.CNC(C)=O.CNC(C)=O.CNC(C)=O.CNC(C)=O.COCCOC.COCCOC.COCCOC
E_HOMO: -9.12 eV
LUMO level: 0.0110 Eh

Each atom is followed by the atoms it is bonded to, with distances in Å.
Cartesian coordinates (Å):
1 C 1.235 -0.470 -4.138  C2 1.545, H6 1.060, H7 1.070, H8 1.081
2 C -0.037 -0.657 -4.994  C1 1.545, O3 1.230, N4 1.378
3 O -0.422 0.135 -5.852  C2 1.230
4 N -0.722 -1.824 -4.734  C2 1.378, C5 1.480, H9 1.029
5 C -2.051 -2.057 -5.341  N4 1.480, H10 1.114, H11 1.084, H12 1.116
6 H 2.063 -0.681 -4.766  C1 1.060
7 H 1.343 -1.191 -3.355  C1 1.070
8 H 1.247 0.522 -3.709  C1 1.081
9 H -0.345 -2.379 -3.954  N4 1.029
10 H -2.825 -1.408 -4.871  C5 1.114
11 H -2.283 -3.104 -5.180  C5 1.084
12 H -1.930 -1.880 -6.436  C5 1.116
13 C 5.300 1.219 2.790  C14 1.505, H18 1.054, H19 1.109, H20 1.094
14 C 4.110 1.814 3.493  C13 1.505, O15 1.188, N16 1.361
15 O 3.124 1.226 3.801  C14 1.188
16 N 4.222 3.140 3.779  C14 1.361, C17 1.454, H21 1.010
17 C 3.169 3.887 4.448  N16 1.454, H22 1.092, H23 1.085, H24 1.091
18 H 5.020 1.054 1.787  C13 1.054
19 H 5.630 0.265 3.247  C13 1.109
20 H 6.173 1.878 2.745  C13 1.094
21 H 5.141 3.529 3.623  N16 1.010
22 H 2.163 3.847 4.026  C17 1.092
23 H 3.544 4.905 4.490  C17 1.085
24 H 3.123 3.553 5.486  C17 1.091
25 C 1.784 3.060 -5.398  C26 1.492, H30 1.086, H31 1.077, H32 1.084
26 C 0.594 3.305 -4.533  C25 1.492, O27 1.228, N28 1.344
27 O 0.572 3.769 -3.396  C26 1.228
28 N -0.591 2.859 -4.983  C26 1.344, C29 1.447, H33 0.944
29 C -1.673 2.669 -4.041  N28 1.447, H34 1.104, H35 1.057, H36 1.080
30 H 2.080 3.986 -5.882  C25 1.086
31 H 1.548 2.345 -6.169  C25 1.077
32 H 2.629 2.779 -4.781  C25 1.084
33 H -0.481 2.153 -5.601  N28 0.944
34 H -1.386 1.915 -3.286  C29 1.104
35 H -2.546 2.473 -4.604  C29 1.057
36 H -1.790 3.687 -3.702  C29 1.080
37 C 1.570 4.801 0.553  C38 1.491, H42 1.092, H43 1.110, H44 1.082
38 C 2.645 3.950 -0.034  C37 1.491, O39 1.245, N40 1.372
39 O 3.505 3.339 0.626  C38 1.245
40 N 2.814 4.110 -1.387  C38 1.372, C41 1.471, H45 0.989
41 C 3.752 3.255 -2.130  N40 1.471, H46 1.079, H47 1.082, H48 1.099
42 H 2.046 5.703 0.946  C37 1.092
43 H 1.155 4.246 1.420  C37 1.110
44 H 0.755 5.062 -0.108  C37 1.082
45 H 1.994 4.388 -1.865  N40 0.989
46 H 3.409 2.233 -2.085  C41 1.079
47 H 4.795 3.266 -1.846  C41 1.082
48 H 3.596 3.690 -3.127  C41 1.099
49 C 2.270 -2.741 2.910  C50 1.507, H54 1.125, H55 1.044, H56 1.122
50 C 1.213 -3.273 3.844  C49 1.507, O51 1.239, N52 1.322
51 O 0.524 -4.221 3.444  C50 1.239
52 N 1.028 -2.671 5.007  C50 1.322, C53 1.460, H57 1.038
53 C -0.078 -3.004 5.898  N52 1.460, H58 1.096, H59 1.090, H60 1.107
54 H 1.987 -2.742 1.821  C49 1.125
55 H 3.039 -3.449 2.906  C49 1.044
56 H 2.613 -1.705 3.172  C49 1.122
57 H 1.410 -1.705 5.005  N52 1.038
58 H -0.966 -3.234 5.297  C53 1.096
59 H -0.347 -2.111 6.462  C53 1.090
60 H 0.218 -3.846 6.552  C53 1.107
61 C -1.940 -0.795 2.116  C62 1.498, H66 1.042, H67 1.103, H68 1.138
62 C -1.792 0.136 3.280  C61 1.498, O63 1.222, N64 1.341
63 O -2.489 0.114 4.283  C62 1.222
64 N -0.734 0.957 3.204  C62 1.341, C65 1.464, H69 1.010
65 C -0.234 1.782 4.305  N64 1.464, H70 1.118, H71 1.058, H72 1.086
66 H -2.857 -1.290 2.132  C61 1.042
67 H -1.075 -1.460 2.278  C61 1.103
68 H -1.730 -0.256 1.137  C61 1.138
69 H -0.144 0.921 2.385  N64 1.010
70 H -0.978 1.725 5.138  C65 1.118
71 H -0.060 2.761 3.945  C65 1.058
72 H 0.651 1.384 4.792  C65 1.086
73 C -4.553 6.626 1.633  C74 1.512, H78 1.117, H79 1.077, H80 1.065
74 C -4.155 5.186 1.870  C73 1.512, O75 1.257, N76 1.392
75 O -3.535 4.550 0.982  C74 1.257
76 N -4.452 4.563 3.079  C74 1.392, C77 1.426, H81 0.999
77 C -3.876 3.299 3.405  N76 1.426, H82 1.060, H83 1.093, H84 1.109
78 H -3.625 7.176 1.346  C73 1.117
79 H -4.973 6.999 2.551  C73 1.077
80 H -5.233 6.708 0.818  C73 1.065
81 H -4.674 5.202 3.815  N76 0.999
82 H -3.012 3.260 4.018  C77 1.060
83 H -3.680 2.775 2.465  C77 1.093
84 H -4.630 2.658 3.906  C77 1.109
85 C -4.300 3.618 -1.810  C86 1.479, H90 1.090, H91 1.062, H92 1.112
86 C -5.172 2.423 -1.775  C85 1.479, O87 1.231, N88 1.358
87 O -5.268 1.575 -2.662  C86 1.231
88 N -5.947 2.343 -0.663  C86 1.358, C89 1.501, H93 1.050
89 C -7.011 1.286 -0.586  N88 1.501, H94 1.067, H95 1.096, H96 1.058
90 H -3.624 3.551 -2.662  C85 1.090
91 H -3.767 3.824 -0.914  C85 1.062
92 H -4.944 4.520 -1.901  C85 1.112
93 H -6.098 3.213 -0.095  N88 1.050
94 H -7.156 0.747 -1.495  C89 1.067
95 H -7.941 1.710 -0.190  C89 1.096
96 H -6.763 0.492 0.069  C89 1.058
97 C -5.226 -3.042 -0.043  C98 1.518, H102 1.046, H103 1.121, H104 1.063
98 C -4.084 -2.658 -0.965  C97 1.518, O99 1.205, N100 1.370
99 O -3.345 -3.453 -1.486  C98 1.205
100 N -3.973 -1.306 -1.160  C98 1.370, C101 1.417, H105 1.001
101 C -2.856 -0.706 -1.793  N100 1.417, H106 1.060, H107 1.059, H108 1.103
102 H -4.935 -2.750 0.918  C97 1.046
103 H -5.322 -4.157 0.029  C97 1.121
104 H -6.159 -2.596 -0.291  C97 1.063
105 H -4.533 -0.833 -0.479  N100 1.001
106 H -2.957 0.348 -1.734  C101 1.060
107 H -2.722 -0.951 -2.814  C101 1.059
108 H -1.963 -0.974 -1.204  C101 1.103
109 C 6.560 -4.355 1.625  O110 1.444, H115 1.101, H116 1.119, H117 1.124
110 O 5.259 -4.096 1.054  C109 1.444, C111 1.392
111 C 5.233 -4.250 -0.330  O110 1.392, C112 1.509, H118 1.087, H119 1.097
112 C 3.810 -4.628 -0.659  C111 1.509, O113 1.453, H120 1.104, H121 1.107
113 O 3.758 -4.599 -2.111  C112 1.453, C114 1.451
114 C 2.468 -4.999 -2.642  O113 1.451, H122 1.140, H123 1.068, H124 1.060
115 H 7.371 -4.008 0.966  C109 1.101
116 H 6.750 -5.439 1.827  C109 1.119
117 H 6.631 -3.858 2.630  C109 1.124
118 H 5.931 -5.034 -0.615  C111 1.087
119 H 5.478 -3.327 -0.869  C111 1.097
120 H 3.135 -3.846 -0.269  C112 1.104
121 H 3.684 -5.624 -0.192  C112 1.107
122 H 2.484 -4.666 -3.732  C114 1.140
123 H 1.633 -4.559 -2.143  C114 1.068
124 H 2.377 -6.055 -2.636  C114 1.060
125 C 4.026 -0.662 -0.648  O126 1.385, H131 1.095, H132 1.110, H133 1.111
126 O 2.911 0.034 -1.085  C125 1.385, C127 1.434
127 C 2.089 0.450 0.014  O126 1.434, C128 1.527, H134 1.105, H135 1.111
128 C 0.888 1.148 -0.622  C127 1.527, O129 1.383, H136 1.104, H137 1.103
129 O 0.116 1.660 0.406  C128 1.383, C130 1.425
130 C -0.973 2.437 -0.086  O129 1.425, H138 1.088, H139 1.138, H140 1.094
131 H 4.556 -0.994 -1.548  C125 1.095
132 H 3.782 -1.595 -0.098  C125 1.110
133 H 4.668 -0.013 -0.015  C125 1.111
134 H 2.730 1.115 0.620  C127 1.105
135 H 1.795 -0.410 0.653  C127 1.111
136 H 0.226 0.452 -1.165  C128 1.104
137 H 1.205 1.949 -1.310  C128 1.103
138 H -0.569 3.313 -0.588  C130 1.088
139 H -1.656 2.765 0.763  C130 1.138
140 H -1.547 1.981 -0.898  C130 1.094
141 C -1.530 -6.733 -0.850  O142 1.372, H147 1.127, H148 1.082, H149 1.115
142 O -0.297 -6.301 -0.431  C141 1.372, C143 1.463
143 C -0.298 -5.549 0.824  O142 1.463, C144 1.465, H150 1.106, H151 1.077
144 C -0.508 -4.126 0.549  C143 1.465, O145 1.414, H152 1.106, H153 1.090
145 O 0.662 -3.674 -0.105  C144 1.414, C146 1.430
146 C 0.405 -2.469 -0.830  O145 1.430, H154 1.109, H155 1.092, H156 1.074
147 H -1.320 -7.512 -1.637  C141 1.127
148 H -2.200 -6.021 -1.315  C141 1.082
149 H -2.092 -7.237 -0.029  C141 1.115
150 H 0.637 -5.695 1.395  C143 1.106
151 H -1.039 -5.916 1.515  C143 1.077
152 H -0.693 -3.544 1.472  C144 1.106
153 H -1.321 -4.052 -0.173  C144 1.090
154 H 1.353 -2.087 -1.260  C146 1.109
155 H -0.094 -1.676 -0.267  C146 1.092
156 H -0.306 -2.564 -1.628  C146 1.074

***

2.
C39H93N9O15 | ωB97M-V/def2-TZVPD

Calculated values
SMILES: CNC(C)=O.CNC(C)=O.CNC(C)=O.CNC(C)=O.CNC(C)=O.CNC(C)=O.CNC(C)=O.CNC(C)=O.CNC(C)=O.COCCOC.COCCOC.COCCOC
E_HOMO: -8.93 eV
LUMO level: 0.0042 Eh

Each atom is followed by the atoms it is bonded to, with distances in Å.
Cartesian coordinates (Å):
1 C -2.583 -0.703 2.115  O2 1.467, H7 1.090, H8 1.090, H9 1.090
2 O -3.534 -1.815 2.219  C1 1.467, C3 1.471
3 C -3.045 -3.082 1.654  O2 1.471, C4 1.491, H10 1.090, H11 1.090
4 C -2.911 -3.124 0.169  C3 1.491, O5 1.423, H12 1.090, H13 1.090
5 O -1.874 -2.304 -0.359  C4 1.423, C6 1.409
6 C -1.817 -2.222 -1.765  O5 1.409, H14 1.090, H15 1.090, H16 1.090
7 H -1.605 -0.921 2.545  C1 1.090
8 H -3.016 0.167 2.609  C1 1.090
9 H -2.394 -0.377 1.092  C1 1.090
10 H -3.744 -3.861 1.957  C3 1.090
11 H -2.076 -3.362 2.069  C3 1.090
12 H -3.751 -2.675 -0.361  C4 1.090
13 H -2.855 -4.164 -0.154  C4 1.090
14 H -0.867 -1.777 -2.059  C6 1.090
15 H -2.708 -1.691 -2.102  C6 1.090
16 H -1.916 -3.211 -2.211  C6 1.090
17 C 0.943 -1.576 2.405  O18 1.409, H23 1.090, H24 1.090, H25 1.090
18 O 0.958 -0.300 1.806  C17 1.409, C19 1.379
19 C 1.055 -0.404 0.434  O18 1.379, C20 1.551, H26 1.090, H27 1.090
20 C 1.237 0.961 -0.278  C19 1.551, O21 1.462, H28 1.090, H29 1.090
21 O 0.105 1.844 -0.002  C20 1.462, C22 1.412
22 C -1.058 1.575 -0.755  O21 1.412, H30 1.090, H31 1.090, H32 1.090
23 H 1.866 -2.062 2.089  C17 1.090
24 H 0.135 -2.255 2.132  C17 1.090
25 H 1.004 -1.484 3.489  C17 1.090
26 H 0.169 -0.821 -0.044  C19 1.090
27 H 1.895 -1.022 0.117  C19 1.090
28 H 1.318 0.834 -1.357  C20 1.090
29 H 2.126 1.451 0.119  C20 1.090
30 H -1.875 2.210 -0.413  C22 1.090
31 H -1.425 0.549 -0.717  C22 1.090
32 H -0.888 1.816 -1.805  C22 1.090
33 C -0.080 -4.128 6.688  O34 1.416, H39 1.090, H40 1.090, H41 1.090
34 O -0.645 -4.881 5.629  C33 1.416, C35 1.423
35 C 0.077 -4.755 4.409  O34 1.423, C36 1.497, H42 1.090, H43 1.090
36 C -0.312 -5.821 3.432  C35 1.497, O37 1.417, H44 1.090, H45 1.090
37 O -1.669 -5.627 3.076  C36 1.417, C38 1.452
38 C -2.152 -6.360 1.920  O37 1.452, H46 1.090, H47 1.090, H48 1.090
39 H -0.479 -3.143 6.445  C33 1.090
40 H 1.006 -4.169 6.764  C33 1.090
41 H -0.508 -4.440 7.640  C33 1.090
42 H 1.162 -4.851 4.448  C35 1.090
43 H -0.038 -3.740 4.029  C35 1.090
44 H -0.263 -6.772 3.961  C36 1.090
45 H 0.297 -5.860 2.529  C36 1.090
46 H -1.648 -5.972 1.034  C38 1.090
47 H -3.240 -6.319 1.892  C38 1.090
48 H -2.029 -7.442 1.955  C38 1.090
49 C -5.541 4.575 -0.058  C50 1.581, H54 1.090, H55 1.090, H56 1.090
50 C -4.041 4.458 0.427  C49 1.581, O51 1.195, N52 1.423
51 O -3.724 3.701 1.296  C50 1.195
52 N -3.166 5.466 -0.066  C50 1.423, C53 1.427, H57 1.010
53 C -1.780 5.645 0.224  N52 1.427, H58 1.090, H59 1.090, H60 1.090
54 H -6.323 4.427 0.686  C49 1.090
55 H -5.627 3.870 -0.886  C49 1.090
56 H -5.600 5.574 -0.488  C49 1.090
57 H -3.483 5.999 -0.863  N52 1.010
58 H -1.421 6.626 -0.086  C53 1.090
59 H -1.311 4.960 -0.482  C53 1.090
60 H -1.546 5.434 1.268  C53 1.090
61 C 6.257 0.178 5.678  C62 1.502, H66 1.090, H67 1.090, H68 1.090
62 C 5.492 -0.087 4.413  C61 1.502, O63 1.253, N64 1.327
63 O 5.667 -1.181 3.826  C62 1.253
64 N 4.570 0.825 4.133  C62 1.327, C65 1.466, H69 1.010
65 C 3.582 0.644 3.066  N64 1.466, H70 1.090, H71 1.090, H72 1.090
66 H 7.330 0.278 5.511  C61 1.090
67 H 6.096 -0.671 6.341  C61 1.090
68 H 6.004 1.143 6.117  C61 1.090
69 H 4.418 1.617 4.741  N64 1.010
70 H 2.640 1.133 3.317  C65 1.090
71 H 3.321 -0.405 2.931  C65 1.090
72 H 4.002 1.048 2.144  C65 1.090
73 C 0.830 -4.218 -0.441  C74 1.524, H78 1.090, H79 1.090, H80 1.090
74 C 2.188 -4.664 0.088  C73 1.524, O75 1.204, N76 1.304
75 O 2.353 -4.589 1.278  C74 1.204
76 N 3.051 -5.081 -0.796  C74 1.304, C77 1.457, H81 1.010
77 C 4.383 -5.584 -0.489  N76 1.457, H82 1.090, H83 1.090, H84 1.090
78 H 0.925 -3.376 -1.127  C73 1.090
79 H 0.166 -3.903 0.365  C73 1.090
80 H 0.419 -5.083 -0.962  C73 1.090
81 H 2.931 -4.722 -1.732  N76 1.010
82 H 4.721 -6.394 -1.136  C77 1.090
83 H 4.493 -5.911 0.545  C77 1.090
84 H 5.103 -4.766 -0.471  C77 1.090
85 C 1.482 4.808 -3.390  C86 1.469, H90 1.090, H91 1.090, H92 1.090
86 C 1.588 5.278 -2.002  C85 1.469, O87 1.232, N88 1.349
87 O 1.755 6.483 -1.815  C86 1.232
88 N 1.589 4.380 -0.995  C86 1.349, C89 1.458, H93 1.010
89 C 1.662 4.783 0.404  N88 1.458, H94 1.090, H95 1.090, H96 1.090
90 H 2.272 5.058 -4.098  C85 1.090
91 H 0.489 5.104 -3.730  C85 1.090
92 H 1.354 3.726 -3.362  C85 1.090
93 H 1.310 3.437 -1.222  N88 1.010
94 H 1.280 4.027 1.090  C89 1.090
95 H 1.234 5.735 0.721  C89 1.090
96 H 2.680 5.062 0.676  C89 1.090
97 C -6.049 -1.178 -3.409  C98 1.553, H102 1.090, H103 1.090, H104 1.090
98 C -5.156 -0.224 -2.569  C97 1.553, O99 1.252, N100 1.332
99 O -4.174 0.402 -3.028  C98 1.252
100 N -5.621 -0.135 -1.324  C98 1.332, C101 1.444, H105 1.010
101 C -4.872 0.479 -0.253  N100 1.444, H106 1.090, H107 1.090, H108 1.090
102 H -5.658 -1.242 -4.424  C97 1.090
103 H -7.040 -0.781 -3.627  C97 1.090
104 H -5.988 -2.247 -3.205  C97 1.090
105 H -6.442 -0.661 -1.060  N100 1.010
106 H -5.349 1.268 0.328  C101 1.090
107 H -3.940 0.906 -0.622  C101 1.090
108 H -4.520 -0.227 0.500  C101 1.090
109 C -1.003 2.259 6.076  C110 1.531, H114 1.090, H115 1.090, H116 1.090
110 C -0.358 1.208 5.169  C109 1.531, O111 1.256, N112 1.337
111 O 0.360 0.339 5.724  C110 1.256
112 N -0.572 1.256 3.850  C110 1.337, C113 1.445, H117 1.010
113 C -1.366 2.214 3.114  N112 1.445, H118 1.090, H119 1.090, H120 1.090
114 H -1.100 1.956 7.118  C109 1.090
115 H -1.975 2.499 5.645  C109 1.090
116 H -0.448 3.187 5.935  C109 1.090
117 H -0.082 0.627 3.230  N112 1.010
118 H -2.437 2.136 3.300  C113 1.090
119 H -1.113 2.038 2.069  C113 1.090
120 H -1.125 3.269 3.242  C113 1.090
121 C 2.210 -4.334 -5.335  C122 1.535, H126 1.090, H127 1.090, H128 1.090
122 C 2.495 -3.334 -4.205  C121 1.535, O123 1.216, N124 1.289
123 O 3.011 -3.714 -3.172  C122 1.216
124 N 2.045 -2.140 -4.390  C122 1.289, C125 1.407, H129 1.010
125 C 2.158 -1.102 -3.447  N124 1.407, H130 1.090, H131 1.090, H132 1.090
126 H 2.126 -3.647 -6.177  C121 1.090
127 H 1.322 -4.913 -5.086  C121 1.090
128 H 3.047 -4.961 -5.642  C121 1.090
129 H 1.763 -1.951 -5.341  N124 1.010
130 H 1.166 -1.002 -3.006  C125 1.090
131 H 2.445 -0.143 -3.878  C125 1.090
132 H 2.855 -1.223 -2.618  C125 1.090
133 C 5.035 2.720 -1.361  C134 1.516, H138 1.090, H139 1.090, H140 1.090
134 C 4.376 2.432 -2.697  C133 1.516, O135 1.215, N136 1.346
135 O 3.333 1.812 -2.738  C134 1.215
136 N 5.011 2.967 -3.757  C134 1.346, C137 1.438, H141 1.010
137 C 4.492 2.885 -5.095  N136 1.438, H142 1.090, H143 1.090, H144 1.090
138 H 4.239 2.941 -0.650  C133 1.090
139 H 5.852 3.441 -1.345  C133 1.090
140 H 5.527 1.779 -1.113  C133 1.090
141 H 5.815 3.576 -3.712  N136 1.010
142 H 5.224 2.433 -5.764  C137 1.090
143 H 4.296 3.902 -5.434  C137 1.090
144 H 3.603 2.272 -5.242  C137 1.090
145 C -1.934 1.477 -5.526  C146 1.476, H150 1.090, H151 1.090, H152 1.090
146 C -2.032 2.819 -4.920  C145 1.476, O147 1.233, N148 1.313
147 O -1.410 3.790 -5.356  C146 1.233
148 N -2.758 2.847 -3.826  C146 1.313, C149 1.431, H153 1.010
149 C -3.082 4.021 -3.076  N148 1.431, H154 1.090, H155 1.090, H156 1.090
150 H -1.522 0.787 -4.789  C145 1.090
151 H -1.208 1.438 -6.338  C145 1.090
152 H -2.911 1.061 -5.772  C145 1.090
153 H -3.146 1.986 -3.467  N148 1.010
154 H -2.751 3.977 -2.039  C149 1.090
155 H -4.158 4.048 -2.901  C149 1.090
156 H -2.925 4.941 -3.640  C149 1.090

***

Stability ranking, top and bottom: 1 is the most stable and 2 is the least stable.